P | A cluster of 2 separate species, C4H11N3O2 in total, computed with wB97M-V/def2-TZVPD.

The geometry in XYZ format:
```
20
Properties=species:S:1:pos:R:3
H -2.774 -3.318 -1.534
H -3.069 -1.541 -1.414
C -0.696 -0.923 -0.666
H -0.599 -2.963 -0.934
C 1.655 3.079 1.553
H -3.176 -2.639 -0.018
C -2.637 -2.419 -0.942
N 0.482 -0.762 -1.389
H 2.898 0.342 1.625
H 0.826 2.855 2.219
H 2.478 3.339 2.219
H -1.939 -0.349 0.595
O 2.021 0.723 1.504
H 0.442 -0.640 -2.384
H 1.386 3.898 0.896
C 1.951 1.875 0.737
O 2.040 1.809 -0.449
H 1.154 -0.182 -0.925
N -1.220 0.030 -0.012
N -1.222 -2.216 -0.683
```

Output
Kohn-Sham gap: 9.28 eV
SMILES: [H]/N=C(/N)NC.CC(=O)O

Q | A cluster of 2 separate species, C4H11N3O2 in total, computed with wB97M-V/def2-TZVPD.

The geometry in XYZ format:
```
20
Properties=species:S:1:pos:R:3
H 3.353 2.569 0.977
C -1.482 -1.035 0.329
O 1.239 1.229 1.136
O 1.731 0.500 -0.940
H -0.202 -1.874 1.565
H 0.642 0.593 -0.890
C 3.384 1.800 0.162
H -2.278 0.524 -2.680
N -2.650 -1.851 0.546
C 1.985 1.251 0.215
H -0.147 -0.259 1.739
H -2.812 -2.279 1.372
H 3.541 2.296 -0.799
H -3.070 -0.816 -1.637
N -1.258 -0.407 -0.761
C -2.145 -0.344 -1.961
H -3.529 -1.806 0.038
H 4.039 0.941 0.310
N -0.709 -0.986 1.445
H -1.428 -1.031 -2.638
```

Output
Kohn-Sham gap: 9.79 eV
SMILES: CN=C(N)N.CC(=O)O

R | A cluster of 2 separate species, C4H11N3O2 in total, computed with wB97M-V/def2-TZVPD.

The geometry in XYZ format:
```
20
Properties=species:S:1:pos:R:3
H -1.660 -0.982 0.801
H -2.551 2.769 -1.025
C 3.354 -0.480 0.993
H -2.192 2.945 0.685
C 1.890 -0.684 0.801
H -1.036 0.664 -2.667
N -1.638 -0.154 -2.224
O 1.522 -1.721 0.367
C -1.798 2.540 -0.251
N -1.796 -1.273 -0.173
O 1.188 0.309 1.438
N -1.293 1.137 -0.031
H -1.764 -0.956 -2.807
H 3.952 -1.338 0.629
H 3.743 0.262 0.210
C -1.586 0.067 -0.849
H -1.032 3.291 -0.463
H -1.300 -2.186 -0.227
H 0.249 0.402 1.323
H 3.837 -0.208 1.934
```

Output
Kohn-Sham gap: 9.58 eV
SMILES: CN=C(N)N.CC(=O)O

S | A cluster of 2 separate species, C4H11N3O2 in total, computed with wB97M-V/def2-TZVPD.

The geometry in XYZ format:
```
20
Properties=species:S:1:pos:R:3
H -3.154 -1.411 -1.837
C 1.126 2.416 0.517
H -0.636 1.793 1.138
N -0.671 -2.261 -0.335
H 1.277 -1.720 0.453
C 1.694 1.812 1.728
H 0.863 1.810 2.577
O -0.270 2.283 0.395
H -1.423 0.649 -1.712
H -3.009 -2.436 -0.559
H 2.188 0.864 1.732
N -2.792 -1.499 -0.893
H 2.467 2.434 2.197
C 0.784 -2.162 -0.431
C -1.407 -1.302 -0.718
O 1.789 3.047 -0.238
H 1.159 -1.467 -1.201
H 1.242 -3.075 -0.756
N -0.903 -0.149 -1.345
H -0.324 0.373 -0.712
```

Output
Kohn-Sham gap: 9.33 eV
SMILES: CN=C(N)N.CC(=O)O

What should be chosen as the least stable of them? Choose R.

P | A cluster of 2 separate species, C4H11N3O2 in total, computed with wB97M-V/def2-TZVPD.

The geometry in XYZ format:
```
20
Properties=species:S:1:pos:R:3
N -0.472 0.803 -1.536
C -0.545 1.253 2.857
H 0.752 -2.979 -0.894
H 1.795 -1.502 -2.222
H -0.551 1.782 -1.614
H -0.415 -2.044 -0.144
H 0.412 0.613 3.072
H -0.363 2.232 2.388
H -0.818 1.378 3.891
H -0.804 -2.661 -1.742
O -1.627 0.119 0.999
H 2.892 0.401 -1.873
C -1.675 0.520 2.261
C 0.764 0.082 -1.512
O -2.771 0.304 2.833
H -1.298 0.612 -0.017
C 0.037 -2.279 -1.142
N 0.748 -1.230 -1.863
N 1.975 0.797 -1.776
H 1.965 1.800 -1.965
```

Output
Kohn-Sham gap: 9.01 eV
SMILES: [H]/N=C(\N)NC.CC(=O)O

Q | A cluster of 2 separate species, C4H11N3O2 in total, computed with wB97M-V/def2-TZVPD.

The geometry in XYZ format:
```
20
Properties=species:S:1:pos:R:3
H 0.824 -0.821 -1.108
N 0.072 -0.949 -0.442
H -1.394 -0.657 1.504
C 2.638 -1.970 0.212
H 3.590 -2.067 0.731
H 2.705 -1.127 -0.490
C 0.389 -1.230 0.758
H -1.137 0.561 -0.647
N -0.520 -1.070 1.797
O -1.856 0.957 -0.072
O -3.124 2.738 0.179
H -0.874 2.038 -2.071
C -2.257 2.172 -0.441
H 2.413 -2.844 -0.404
C -1.447 2.799 -1.544
H -2.041 3.246 -2.339
H 1.841 -1.756 2.162
H -0.750 3.607 -1.297
N 1.600 -1.709 1.190
H -0.672 -1.919 2.321
```

Output
Kohn-Sham gap: 10.13 eV
SMILES: [H]/N=C(/N)NC.CC(=O)O

R | A cluster of 2 separate species, C4H11N3O2 in total, computed with wB97M-V/def2-TZVPD.

The geometry in XYZ format:
```
20
Properties=species:S:1:pos:R:3
H -2.144 2.165 -1.773
N 0.811 0.840 -1.454
H -0.221 -2.906 2.072
H -0.042 1.746 2.358
C -0.089 -2.080 1.386
H -2.033 0.450 -1.874
H 0.463 0.166 -2.129
H 0.185 3.378 1.711
H -1.017 -1.631 1.038
O 0.203 -2.785 -0.820
O 1.965 -2.913 0.397
H 1.249 1.964 1.082
N -0.758 1.822 0.378
H 1.037 -2.952 -1.329
N -1.539 1.289 -1.791
C 0.189 2.262 1.388
C 0.796 -2.597 0.336
H 0.424 -1.162 1.977
H 1.006 1.593 -2.130
C -0.485 1.350 -0.820
```

Output
Kohn-Sham gap: 10.15 eV
SMILES: CN=C(N)N.CC(=O)O

S | A cluster of 2 separate species, C4H11N3O2 in total, computed with wB97M-V/def2-TZVPD.

The geometry in XYZ format:
```
20
Properties=species:S:1:pos:R:3
H 2.978 -0.742 1.093
C 2.029 -0.554 1.586
H 0.082 -0.096 0.898
H -2.837 3.045 -1.428
H 1.386 -3.206 -0.946
H -0.833 0.095 -1.295
C -2.499 2.796 -0.426
H 2.392 -2.634 0.209
H -3.422 2.674 0.147
C -1.729 1.501 -0.272
H 1.812 -1.326 2.317
H -0.263 -2.034 -1.856
O -1.070 1.140 -1.361
N 0.959 -0.495 0.605
H 2.144 0.398 2.062
N -0.168 -1.249 -1.220
H -1.893 3.546 0.081
N 1.791 -2.368 -0.554
C 0.839 -1.371 -0.412
O -1.698 0.882 0.770
```

Output
Kohn-Sham gap: 9.85 eV
SMILES: [H]/N=C(\N)NC.CC(=O)O

What should be chosen as the least stable of them? Choose P.

P | A cluster of 2 separate species, C5H11O in total, computed with wB97M-V/def2-TZVPD.

The geometry in XYZ format:
```
17
Properties=species:S:1:pos:R:3
C 1.851 -0.943 1.365
C -2.270 -0.473 -2.111
H -1.262 -0.274 -1.751
O 0.114 0.560 -0.440
C 2.130 0.481 0.878
H 2.693 0.426 -0.059
H -2.468 -0.641 -3.165
H 1.043 -1.310 0.728
H 2.704 1.047 1.625
H -4.323 -0.440 -1.670
H 1.497 -0.921 2.403
H 2.717 -1.611 1.352
C -3.310 -0.381 -1.286
C 0.797 1.192 0.543
H -3.161 -0.204 -0.230
H 1.043 2.258 0.316
H 0.205 1.234 1.500
```

Output
Kohn-Sham gap: 6.72 eV
total charge: -1

Q | The ion C5H11O with charge -1, computed with wB97M-V/def2-TZVPD.

The geometry in XYZ format:
```
17
Properties=species:S:1:pos:R:3
C 0.524 1.300 -1.289
H 0.325 2.283 -0.857
C -0.180 0.232 -0.453
H 1.600 1.149 -1.277
H 0.029 -1.917 -0.490
H -1.204 0.585 -0.312
H -1.073 -1.434 -1.699
H 0.633 -1.181 -1.948
C -0.155 -1.101 -1.200
C 0.424 0.113 0.942
H -0.030 -0.549 2.919
H 1.235 -0.635 0.958
O -1.657 0.509 2.175
H 0.138 1.284 -2.314
H -0.895 -1.361 1.644
C -0.652 -0.329 1.995
H 0.939 1.052 1.207
```

Output
Kohn-Sham gap: 6.22 eV
total charge: -1
SMILES: CC(C)CC[O-]

What should be chosen as the least stable of them? Choose P.

P | A cluster of 2 separate species, C3H9O2S in total, computed with wB97M-V/def2-TZVPD.

The geometry in XYZ format:
```
15
Properties=species:S:1:pos:R:3
H 0.631 -0.881 1.027
S -1.091 2.529 0.562
H 0.865 1.390 -0.196
H 0.770 -1.152 -1.300
C 0.328 1.320 0.745
H -1.795 -0.051 -0.438
H 0.830 1.642 1.647
O -0.192 -0.676 -1.580
H 2.405 -1.710 -0.856
H -1.231 2.648 -0.764
H -1.321 -1.711 -0.209
C -0.900 -0.708 -0.382
O 1.574 -2.196 -0.763
C -0.127 -0.108 0.802
H -0.746 -0.336 1.705
```

Output
Kohn-Sham gap: 6.86 eV
total charge: -1

Q | A cluster of 2 separate species, C3H9O2S in total, computed with wB97M-V/def2-TZVPD.

The geometry in XYZ format:
```
15
Properties=species:S:1:pos:R:3
H -2.477 1.767 -0.530
H -0.150 -0.583 -0.797
C -0.536 0.338 -0.315
S -2.023 0.768 -1.293
H -0.894 0.959 1.703
O 3.014 -0.023 -0.687
C -0.791 0.027 1.124
O 1.326 -1.243 0.841
H 3.740 -0.644 -0.826
H 0.887 -0.102 2.521
H -1.694 -0.549 1.281
H 2.338 -0.519 -0.077
C 0.445 -0.772 1.742
H -0.026 -1.577 2.335
H 0.226 1.089 -0.526
```

Output
Kohn-Sham gap: 6.66 eV
total charge: -1

R | A cluster of 2 separate species, C3H9O2S in total, computed with wB97M-V/def2-TZVPD.

The geometry in XYZ format:
```
15
Properties=species:S:1:pos:R:3
O 1.125 -0.121 0.986
H -0.644 1.236 3.151
H 0.481 0.541 2.021
H -0.246 -1.626 1.181
O 0.265 1.228 2.836
H 1.018 0.581 -1.082
C -0.551 -0.739 -0.696
H 0.521 -0.310 -2.523
H -0.511 2.558 -1.267
C 0.166 0.211 -1.637
H -0.861 -1.605 -1.301
H -1.395 -0.365 -0.132
S -0.908 1.605 -2.116
H 1.085 -2.030 0.143
C 0.456 -1.163 0.437
```

Output
Kohn-Sham gap: 7.07 eV
total charge: -1

What should be chosen as the least stable of them? Choose P.

P | A cluster of 2 separate species, H6N2 in total, computed with wB97M-V/def2-TZVPD.

The geometry in XYZ format:
```
8
Properties=species:S:1:pos:R:3
H 0.663 0.616 -0.771
H -0.156 1.040 -2.136
N 0.442 0.315 -1.726
H 0.009 0.518 1.880
N -0.061 -0.339 1.323
H -1.059 -0.514 1.169
H -0.129 -0.532 -1.646
H 0.289 -1.105 1.908
```

Output
Kohn-Sham gap: 10.46 eV
SMILES: N.N

Q | A cluster of 2 separate species, H6N2 in total, computed with wB97M-V/def2-TZVPD.

The geometry in XYZ format:
```
8
Properties=species:S:1:pos:R:3
H 1.335 0.425 -1.334
H 0.569 -0.873 -0.672
H 0.054 -0.259 -2.110
N -0.628 -0.106 1.362
H -1.387 0.434 1.791
H 0.247 0.228 1.779
N 0.414 -0.001 -1.186
H -0.603 0.152 0.370
```

Output
Kohn-Sham gap: 10.55 eV
SMILES: N.N

What should be chosen as the least stable of them? Choose Q.